Record 1
The following is a quantum chemistry calculation of the molecule C6H8N2O3, from the OMol25 dataset.

Computed properties:
- energy relative to the best compared isomer or geometry (same formula, charge and spin) (kcal/mol) = 92.6
- HOMO-LUMO gap (eV) = 8.03
- structure (SMILES) = C=c1[nH]/c(=C(/C)O)n(O)c1=O

Structure (ORCA input):
```
! RIJCOSX wB97M-V def2-TZVPD def2/J DEFGRID3
* xyz 0 1
H -3.44754 -1.21968 0.52325
C 2.68200 1.97441 0.12047
H 1.03552 -2.87582 0.15948
N 0.72754 -0.95331 -0.00051
H 0.02851 2.00947 -0.47924
H -3.17773 1.22976 -0.35337
O -2.35933 1.33940 0.20125
C -1.66900 0.08764 0.13088
H 2.41627 2.98665 0.26020
O 2.93423 -1.10331 -0.13978
C -2.49483 -1.24568 0.06064
O 0.25837 -2.24761 0.05948
N 0.35305 1.19125 -0.04695
C -0.32218 0.05611 -0.03671
C 1.74104 1.02669 0.02803
H 3.72737 1.63539 0.03696
H -2.53000 -1.47963 -0.98298
H -1.83243 -1.94611 0.49876
C 1.92916 -0.46563 -0.03986
*
```

These are the Löwdin partial charges, in e, on atoms 1 to 4: atom 1 (H): 0.065, atom 2 (C): 0.092, atom 3 (H): 0.159, atom 4 (N): 0.004

Record 2
The following is a quantum chemistry calculation of a cluster of 3 separate species, C7H12N2O4 in total, from the OMol25 dataset.

Computed properties:
- energy relative to the best compared isomer or geometry (same formula, charge and spin) (kcal/mol) = 4.9
- HOMO-LUMO gap (eV) = 5.96

Structure (ORCA input):
```
! RIJCOSX wB97M-V def2-TZVPD def2/J DEFGRID3
* xyz -2 1
O -4.19615 -2.55683 -0.46215
C 0.88441 1.27464 0.49281
H -1.24436 -0.24536 -1.98110
H 0.72079 2.30651 0.26099
O 8.95526 -0.21033 -1.11093
C -0.91913 0.36463 -1.13543
H 0.82915 -0.58130 -0.54838
C -1.58609 0.59955 1.28393
H -1.15153 1.36969 -1.25386
N -4.01869 -1.23143 -0.76610
H -0.06004 1.46263 2.34794
C -3.19351 -0.39273 -0.41171
H 0.23817 -0.24095 1.81521
H 1.86760 1.12967 0.84445
C -0.07013 0.75189 1.60715
H -1.37569 -1.26715 0.14477
O 9.23181 -1.87322 0.27885
H -2.03314 1.57933 1.11767
H -2.05043 0.12285 2.11009
O -5.34322 -3.08144 -1.05137
C -1.77427 -0.25363 0.03115
H 1.13542 0.53599 -1.56618
H -3.84289 1.09143 -0.97326
N 8.46483 -1.01754 -0.29708
C 0.53185 0.36310 -0.77746
*
```

These are the Löwdin partial charges, in e, on atoms 1 to 4: atom 1 (O): -0.313, atom 2 (C): -0.131, atom 3 (H): 0.119, atom 4 (H): 0.091

Record 3
The following is a quantum chemistry calculation of a structure of composition C3H7N4PS, from the OMol25 dataset.

Computed properties:
- energy relative to the best compared isomer or geometry (same formula, charge and spin) (kcal/mol) = 15.5
- HOMO-LUMO gap (eV) = 8.73

Structure (ORCA input):
```
! RIJCOSX wB97M-V def2-TZVPD def2/J DEFGRID3
* xyz 0 1
S 0.99489 -2.75491 -1.59753
H -3.22710 1.79965 -0.44916
N -0.59922 -0.00764 0.22144
C -1.99132 0.11825 0.20998
H -2.72669 -0.49490 0.74575
N 1.39777 -1.74516 1.34511
N -0.10396 1.12622 -0.33763
H 2.70724 0.20324 0.42432
N 2.38631 -0.21896 -0.47285
H -0.78626 2.91167 -1.08010
C -2.26292 1.33543 -0.27716
H 0.79315 -2.50883 1.44727
C -1.06816 1.96549 -0.67037
P 1.13859 -1.36593 -0.26716
H 1.13228 -0.90996 1.87762
H 2.21540 0.54632 -1.11953
*
```

These are the Löwdin partial charges, in e, on atoms 1 to 4: atom 1 (S): 0.239, atom 2 (H): 0.091, atom 3 (N): -0.147, atom 4 (C): -0.164

Record 4
The following is a quantum chemistry calculation of a structure of composition C19H35Cl14F5NO4S2, from the OMol25 dataset.

Computed properties:
- HOMO-LUMO gap (eV) = 7.99

Structure (ORCA input):
```
! RIJCOSX wB97M-V def2-TZVPD def2/J DEFGRID3
* xyz -1 1
F -7.65842 2.47453 0.49818
F -6.19957 2.01586 2.58674
H 0.47041 -0.84466 -3.21093
H 4.51670 1.85941 3.65697
Cl 5.19097 -0.59515 3.07705
C 5.48137 -3.29866 2.85170
H 3.22640 2.85817 4.32579
C 4.43378 1.41386 -1.63974
H -4.05707 -2.06702 1.48829
S -0.15051 1.08561 1.10962
C -5.48572 2.31390 1.42847
O -1.94112 3.46836 -1.40199
Cl -4.18253 -2.63959 -1.26865
H -7.33433 0.31376 -4.86491
H -3.93938 5.32319 0.65258
H 6.48883 -1.87096 1.58307
H -3.17463 -4.07496 0.28494
C 5.52093 -2.02117 2.05498
O -0.09161 3.75710 0.07941
H 2.11502 -0.34163 -2.84204
C -6.42518 1.90832 0.26145
C -7.17168 2.24713 -3.97368
F -6.62038 0.55530 0.25186
H 5.57792 -4.15944 2.19048
H 3.99569 1.92390 -2.49657
Cl 5.06441 -5.13944 0.21727
H 5.02467 -7.35588 -2.73387
Cl -2.46831 -0.42838 0.80697
S -1.41678 3.14446 -0.08091
Cl 6.47430 1.26024 0.10902
Cl -6.38885 3.82520 -4.24410
H 0.35210 2.20566 1.67130
H 1.13748 -1.10991 -0.79329
H -8.22947 2.42243 -3.79195
H -1.95861 -3.07747 -0.55605
C -6.95777 1.30115 -5.12648
C -2.52079 3.82867 1.19480
C 3.12040 0.75930 4.84949
Cl 2.51708 1.70964 2.37358
C 1.45132 -1.19272 -2.89565
H -6.73376 1.82743 -3.07245
H 6.51332 1.64749 -2.21167
C 4.65522 -5.71391 -1.42319
O 0.86083 0.32759 0.38418
C 3.45592 1.88337 3.90080
C -3.91240 4.22915 0.65109
Cl 0.16466 -3.12548 -1.45923
C 5.82580 1.90839 -1.41046
H -5.90413 1.21159 -5.37734
H 3.76625 0.78803 5.72721
C 5.40113 -6.97083 -1.78759
H 3.80197 1.60111 -0.77201
H -6.00502 4.33466 1.10766
F -5.97989 2.30874 -0.96045
H 2.35524 -2.28892 -1.27742
H 3.23906 -0.20149 4.37527
H -4.97217 4.04902 2.53851
Cl 1.43984 0.88279 5.44041
Cl 4.35642 -0.32540 -1.97577
H 5.27882 -7.74070 -1.02964
Cl 2.08944 -2.27678 -4.16968
H -2.39497 -2.46075 1.96121
H 4.55160 -3.38776 3.40849
Cl 7.14816 -6.68288 -2.00238
C -3.02463 -2.10866 1.13965
H -2.03090 4.72845 1.57734
H 4.86454 -4.90898 -2.12306
H 5.79637 2.99335 -1.32264
C -2.94560 -3.05952 -0.04384
H 3.58467 -5.90600 -1.43167
Cl 6.83344 -3.41207 4.01494
Cl -7.83314 1.81613 -6.59578
C -5.13499 3.79009 1.48983
H -4.05194 3.91893 -0.38700
N -1.35267 1.51001 -0.00147
O -0.70634 0.33116 2.23040
F -4.40154 1.49456 1.44354
H -2.54492 3.12633 2.03296
H 4.76130 -2.04604 1.27475
C 1.39788 -1.85030 -1.54666
*
```

These are the Löwdin partial charges, in e, on atoms 1 to 4: atom 1 (F): 0.119, atom 2 (F): 0.076, atom 3 (H): 0.079, atom 4 (H): 0.031

Record 5
The following is a quantum chemistry calculation of a structure of composition C5H6EuO4, from the OMol25 dataset.

Computed properties:
- energy relative to the best compared isomer or geometry (same formula, charge and spin) (kcal/mol) = 0.0
- HOMO-LUMO gap (spin up / spin down) (eV) = 6.54 / 7.62

Structure (ORCA input):
```
! RIJCOSX wB97M-V def2-TZVPD def2/J DEFGRID3
* xyz 1 7
H 1.72287 1.21545 -1.01784
H -2.55136 -0.06389 -1.86360
H 2.42609 -0.14510 -0.08494
Eu -0.19284 -1.14906 1.75337
C -2.09911 -2.66463 -0.08115
O -1.73050 -2.04265 0.93940
C -0.67302 0.21486 -1.00347
H 2.32907 1.75934 1.41878
O 0.43852 -0.31629 -0.40223
H 0.64362 2.10978 0.99647
O -1.79742 -1.91030 -1.27463
H -0.67671 1.29437 -1.15762
C 1.57645 0.54525 -0.16068
C 1.36426 1.28258 1.16060
O 0.92415 0.41417 2.15194
C -1.70407 -0.54388 -1.37442
*
```

These are the Löwdin partial charges, in e, on atoms 1 to 4: atom 1 (H): 0.149, atom 2 (H): 0.143, atom 3 (H): 0.139, atom 4 (Eu): 2.003

Record 6
The following is a quantum chemistry calculation of a structure of composition C2H3AlLiO2, from the OMol25 dataset.

Computed properties:
- HOMO-LUMO gap (spin up / spin down) (eV) = 5.22 / 5.23

Structure (ORCA input):
```
! RIJCOSX wB97M-V def2-TZVPD def2/J DEFGRID3
* xyz 1 1
Li -0.08708 -2.03512 -0.33979
H 0.53579 0.89219 -1.74733
O -1.21525 -0.56296 -0.37038
H -0.71627 1.59959 -0.98960
C -0.19602 0.33604 -0.48474
O 0.50998 -0.51708 1.58833
H 1.72595 0.71334 0.39225
Al -1.29220 -0.68480 1.44638
C 0.73510 0.25878 0.50489
*
```

These are the Löwdin partial charges, in e, on atoms 1 to 4: atom 1 (Li): 0.724, atom 2 (H): 0.293, atom 3 (O): -0.342, atom 4 (H): 0.300

- What is the formula in the third record?
  C3H7N4PS